[1]
The following is a DFT calculation (the ωB97M-V functional and the def2-TZVPD basis) of C42H33F2N2O2PtS3 as an isolated structure in a non-equilibrium geometry.

Geometry as XYZ:
```
85
Properties=species:S:1:pos:R:3:forces:R:3:lowdin_charge:R:1
Pt 0.003 -0.296 -0.123 1.0250 0.6498 1.3623 0.94
S 0.212 2.235 -0.032 -1.4765 -0.1294 -0.8985 0.93
S -0.421 -4.733 0.844 0.0326 -0.0261 -0.0607 1.14
S 2.967 0.651 0.192 0.2778 -0.0873 -0.2145 1.05
F -2.576 0.525 -0.860 -0.1376 0.0728 0.1069 -0.02
F -2.577 -1.061 0.634 -0.1042 0.0310 0.1660 0.01
O -0.744 2.657 1.008 0.3988 0.1718 0.0124 -0.44
O 2.286 -0.704 0.345 -0.0581 -0.1663 -0.3822 -0.62
N 1.094 -2.750 1.806 -0.1416 0.0754 -0.0496 0.13
N -0.269 -2.325 -0.062 -0.3651 0.3185 -0.1658 -0.08
C 1.549 4.323 1.107 -0.1460 -0.0291 0.0087 -0.04
C -1.774 3.869 -5.540 -0.0207 -0.0196 0.0950 -0.03
C -0.655 1.737 -2.605 0.0263 0.0106 -0.0460 -0.09
C -1.902 -2.430 -1.943 0.1132 0.0097 0.0095 -0.02
C 0.213 -3.116 0.871 -0.0163 -0.1056 0.0596 -0.66
C 2.657 3.355 -0.836 -0.2796 0.0029 -0.0572 -0.16
C -1.917 0.063 0.250 -0.1887 -0.1984 -0.5115 -0.47
C 3.782 4.191 -0.611 0.0135 -0.0079 0.0621 -0.11
C 2.509 0.262 -3.801 0.0131 0.0037 -0.0326 0.01
C -2.286 -5.128 -1.240 0.0953 -0.0049 0.0251 -0.07
C 8.968 -0.013 0.464 -0.0785 0.0191 -0.0127 -0.04
C 2.615 5.150 1.315 0.0285 0.0561 -0.0560 0.01
C 2.512 2.659 -3.292 -0.0580 0.0606 -0.0519 -0.11
C -1.213 -2.982 -0.872 0.2007 -0.0817 -0.1118 -0.31
C 3.763 5.081 0.492 0.0379 -0.0461 0.0546 -0.15
C 1.585 3.424 0.026 0.5156 -0.4420 0.2924 -0.30
C -1.301 3.453 -4.175 -0.0138 -0.0494 -0.0688 -0.25
C 2.401 4.001 -3.735 0.0375 -0.0528 0.0739 -0.01
C 6.074 4.804 -1.066 -0.0014 0.0622 0.0019 -0.05
C 2.448 1.612 -4.241 0.0044 -0.0061 0.0116 -0.15
C -1.108 2.113 -3.862 0.0383 0.0835 0.0513 -0.01
C 5.333 -0.681 -0.403 -0.0162 0.0084 -0.0334 -0.05
C -2.779 -3.232 -2.649 -0.0014 0.0055 -0.0191 -0.06
C -2.967 -4.571 -2.306 -0.0423 -0.0312 0.0152 -0.07
C -1.052 4.413 -3.192 -0.0558 0.0458 -0.0008 -0.02
C 2.255 4.279 -5.063 0.0161 -0.0193 -0.0435 -0.05
C 4.931 5.832 0.790 -0.0463 0.0038 0.0084 -0.02
C 4.964 4.085 -1.393 -0.0305 -0.0060 -0.0209 -0.01
C 6.706 -0.802 -0.315 0.0136 -0.0086 -0.0056 -0.02
C 2.749 1.011 -1.548 -0.0317 0.0636 -0.0039 -0.32
C 7.474 0.133 0.385 0.0111 -0.0245 0.0510 -0.25
C 4.715 0.395 0.224 0.0359 -0.0208 0.1381 -0.37
C -1.410 -4.315 -0.535 -0.0188 -0.0222 0.0733 -0.45
C 6.829 1.197 1.008 -0.0113 0.0096 -0.0334 -0.02
C -0.401 2.704 -1.650 0.1084 -0.0019 -0.0956 -0.35
C -0.603 4.051 -1.939 -0.0624 -0.0121 0.1630 -0.05
C 2.214 3.235 -6.013 -0.0246 0.0556 0.0151 -0.06
C 2.304 1.934 -5.611 0.0335 -0.0341 0.0176 -0.02
C 2.645 -0.044 -2.482 0.1522 -0.0427 -0.0106 -0.06
C 5.450 1.333 0.935 0.0128 -0.0147 -0.0071 -0.07
C 2.657 2.327 -1.914 0.0366 -0.0530 0.1645 -0.16
C 6.060 5.686 0.041 0.0329 -0.0396 -0.0273 -0.06
H 2.446 4.802 -3.008 -0.0360 0.0024 -0.0180 0.13
H 6.976 4.702 -1.655 -0.0022 0.0059 0.0024 0.11
H -3.332 -2.816 -3.480 0.0202 0.0179 0.0050 0.11
H 1.560 -1.858 1.694 0.0884 -0.0528 -0.0022 0.06
H -1.109 4.622 -5.966 -0.0030 -0.0087 -0.0128 0.08
H 4.748 -1.414 -0.942 0.0013 -0.0102 0.0323 0.11
H 2.276 1.128 -6.335 -0.0230 0.0068 0.0044 0.12
H 4.981 3.414 -2.242 0.0067 -0.0222 0.0239 0.12
H 9.258 -1.063 0.460 0.0201 0.0079 -0.0043 0.08
H -0.422 4.806 -1.182 0.0150 0.0035 -0.0249 0.13
H -1.752 -1.389 -2.196 -0.0637 -0.0085 -0.0491 0.09
H -1.216 5.460 -3.417 0.0212 -0.0049 0.0020 0.13
H 6.956 6.236 0.297 -0.0179 0.0324 -0.0273 0.11
H 2.174 5.307 -5.393 0.0103 -0.0060 -0.0049 0.11
H 4.949 2.159 1.427 0.0127 -0.0133 0.0123 0.11
H 0.675 4.337 1.744 0.0394 -0.0112 0.0300 0.12
H 2.603 5.856 2.137 -0.0067 -0.0272 0.0123 0.13
H -2.012 0.812 1.037 0.0685 -0.0138 0.0129 0.10
H -2.772 4.307 -5.480 0.0106 0.0117 -0.0170 0.09
H 2.694 -1.071 -2.147 -0.0555 0.0156 0.0271 0.11
H 7.198 -1.642 -0.791 -0.0040 0.0066 0.0026 0.12
H 2.112 3.474 -7.064 -0.0071 -0.0064 0.0049 0.11
H 2.456 -0.530 -4.539 -0.0408 0.0179 0.0021 0.13
H 9.359 0.452 1.368 0.0182 -0.0023 -0.0079 0.08
H 9.442 0.469 -0.393 0.0121 -0.0096 0.0007 0.09
H -2.418 -6.166 -0.967 -0.0395 0.0077 -0.0093 0.11
H -1.818 3.018 -6.217 0.0124 0.0185 -0.0206 0.08
H -1.319 1.353 -4.605 0.0511 0.0028 -0.0010 0.12
H 1.504 -3.446 2.401 -0.0058 0.0105 0.0300 0.11
H -3.655 -5.180 -2.876 -0.0021 0.0064 0.0044 0.11
H 4.914 6.502 1.641 -0.0062 0.0061 -0.0138 0.12
H -0.498 0.690 -2.375 0.0286 -0.0213 -0.0057 0.07
H 7.408 1.921 1.568 -0.0074 0.0007 -0.0090 0.12
```
Positions in Å, forces in eV/Å.

Computed properties:
**Kohn-Sham gap**: 7.93 eV
**Total energy**: -3393.72774 a.u.
**Energy above the lowest of the compared OMol25 structures with the same formula, charge and spin**: 0.00 kJ/mol
**Net charge**: +1


[2]
The following is a DFT calculation (the ωB97M-V functional and the def2-TZVPD basis) of C35H44F3GdN6O2 as an isolated structure.

Geometry as XYZ:
```
91
Properties=species:S:1:pos:R:3:forces:R:3:lowdin_charge:R:1
Gd -0.064 -1.047 -0.275 -0.0428 -0.4495 -0.2619 1.62
F 8.929 2.755 0.222 -0.0766 0.1041 -0.0224 0.15
F 7.953 4.487 1.078 0.0048 -0.0607 -0.0831 0.15
F 8.221 4.348 -1.069 -0.0112 -0.0558 0.1024 0.15
O -1.450 0.559 0.669 0.4666 -0.2072 -0.0967 -0.22
O 0.187 -2.102 2.267 -0.0080 0.0872 -0.2922 -0.27
N -0.416 -0.706 -2.952 0.0418 0.1968 0.3154 -0.11
N -0.820 -3.307 -1.531 0.0967 0.0688 -0.0558 0.06
N -2.298 2.431 1.723 0.1846 -0.1800 0.0096 0.07
N 1.779 -2.347 -1.886 -0.0864 -0.0463 0.2608 -0.13
N -3.213 2.681 2.719 -0.2379 -0.0236 0.0342 -0.05
N -2.583 -1.256 -1.028 -0.2393 0.0245 -0.1023 -0.15
C -0.594 -3.205 2.750 -0.1723 -0.0873 -0.0645 -0.25
C -4.545 1.446 4.392 -0.0125 0.0935 0.0857 0.01
C 0.983 -1.583 3.354 0.1223 0.1750 0.0679 -0.24
C 5.814 3.089 -1.198 0.0544 0.0181 0.0517 0.01
C -0.289 4.368 -0.699 0.0463 0.0326 -0.0450 -0.06
C 4.994 1.464 0.902 -0.0260 -0.0308 0.0010 -0.01
C 1.880 0.296 -0.334 -0.1128 0.1807 -0.1450 -0.16
C -0.626 3.447 0.280 0.0039 -0.0200 0.1683 -0.01
C -1.934 3.404 0.745 -0.0310 0.2330 -0.2271 -0.19
C 1.819 -1.700 -3.212 -0.2775 0.0798 0.0109 -0.18
C -1.239 5.247 -1.201 -0.0302 -0.0112 0.0113 -0.06
C -2.723 -0.330 -2.172 0.0974 -0.0574 -0.1763 -0.18
C -3.151 -2.584 -1.275 0.0934 -0.0662 -0.1066 -0.14
C 4.603 2.421 -1.277 -0.0890 -0.0363 -0.0283 -0.01
C 6.608 2.940 -0.072 -0.0807 -0.0243 -0.0733 -0.10
C -3.004 0.482 2.545 0.0025 -0.0586 0.0268 0.07
C -0.259 -5.403 -2.532 0.0101 0.0046 0.0089 0.00
C -3.617 1.506 3.236 0.0926 -0.0258 -0.1702 -0.24
C 0.093 -4.176 -1.991 -0.0309 -0.1312 -0.0288 -0.27
C -2.542 -4.806 -2.237 -0.0032 -0.0328 -0.0245 0.01
C 1.554 -3.795 -1.933 -0.0288 0.0206 0.0138 -0.14
C 7.934 3.642 0.032 0.1638 0.0521 0.0487 -0.59
C 1.801 -0.401 2.902 -0.1580 -0.1694 -0.0256 -0.07
C -2.116 -3.604 -1.693 -0.0146 -0.0181 0.0120 -0.27
C 6.200 2.131 0.982 0.0092 0.0406 -0.0254 0.01
C -2.170 1.076 1.577 -0.0431 0.0899 0.1604 -0.39
C 2.937 0.899 -0.292 -0.3166 -0.1231 -0.1424 -0.13
C 0.431 -1.546 -3.815 0.2484 -0.0829 0.1304 -0.19
C -2.543 5.196 -0.730 0.0211 0.0291 -0.0124 -0.06
C -3.297 3.966 3.397 0.0704 0.1677 0.1800 0.03
C -2.899 4.268 0.235 -0.0309 -0.1413 0.0188 -0.02
C -1.491 -3.714 1.648 0.2186 0.0722 0.1411 -0.06
C 4.184 1.602 -0.230 0.2118 0.0740 0.0918 -0.25
C -1.837 -0.745 -3.335 -0.1224 -0.0080 0.2083 -0.18
C -1.598 -5.735 -2.638 0.0116 0.0554 0.0173 -0.01
H -3.136 -0.574 2.710 0.0104 0.0221 0.0030 0.12
H -3.600 -5.004 -2.352 0.0011 0.0144 0.0038 0.13
H 0.521 -1.129 -4.822 -0.0209 0.0134 -0.0029 0.14
H -2.086 -2.886 1.252 -0.0525 -0.0593 -0.0322 0.05
H -1.898 -6.685 -3.058 -0.0145 0.0009 0.0082 0.13
H -0.040 -2.524 -3.915 -0.0793 0.0329 -0.0292 0.11
H 3.983 2.532 -2.156 -0.0155 -0.0037 0.0094 0.12
H 1.630 -2.384 3.720 -0.0337 -0.0336 -0.0115 0.13
H 6.828 2.029 1.857 -0.0041 -0.0258 -0.0093 0.13
H 2.386 -0.025 3.741 -0.0086 0.0147 0.0030 0.10
H -2.082 -1.768 -3.626 0.0532 0.0016 -0.0674 0.12
H -3.762 -0.287 -2.516 -0.0080 0.0388 0.0117 0.13
H -5.453 2.017 4.196 -0.0010 -0.0161 -0.0119 0.10
H -3.925 4.207 0.575 0.0017 -0.0047 0.0442 0.12
H 2.692 -2.194 -1.472 -0.0528 0.1091 0.1488 0.11
H -1.188 -2.867 3.603 0.0333 0.0393 0.0107 0.13
H -4.081 1.867 5.287 0.0032 -0.0275 -0.0036 0.10
H 1.999 -4.242 -1.040 0.0102 0.0185 0.0067 0.14
H 0.731 4.414 -1.058 0.0043 -0.0236 0.0142 0.11
H 1.157 0.405 2.544 0.0492 0.0450 -0.0207 0.07
H 0.080 -3.992 3.101 0.0150 0.0100 0.0131 0.13
H 2.261 -0.711 -3.070 0.0657 -0.0238 -0.0085 0.12
H -2.049 -0.106 -4.196 0.0245 -0.0206 -0.0339 0.14
H -0.083 0.250 -3.058 -0.0382 0.0620 0.0266 0.13
H 2.051 -4.250 -2.796 0.0544 -0.0193 0.0356 0.13
H 0.121 2.777 0.683 -0.0131 -0.0124 0.0061 0.11
H -3.091 -0.836 -0.260 0.0774 0.0514 0.0908 0.10
H 2.448 -2.263 -3.908 0.0398 0.0127 0.0163 0.13
H 6.144 3.725 -2.007 -0.0174 -0.0212 -0.0137 0.13
H -3.289 5.878 -1.115 -0.0014 -0.0106 -0.0075 0.12
H -2.780 4.722 2.817 0.0021 -0.0200 -0.0624 0.09
H 2.483 -0.691 2.107 0.0653 0.0698 -0.0261 0.06
H -0.965 5.971 -1.955 0.0112 0.0040 0.0122 0.11
H -4.819 0.415 4.598 0.0048 -0.0035 0.0047 0.09
H -3.926 -2.547 -2.048 -0.0237 0.0024 0.0142 0.14
H -4.338 4.262 3.510 -0.0044 -0.0434 -0.0736 0.11
H 0.510 -6.082 -2.876 0.0043 0.0233 -0.0179 0.13
H -0.903 -4.168 0.852 -0.0581 0.0006 -0.0547 0.07
H 0.304 -1.298 4.163 -0.0279 -0.0356 -0.0051 0.13
H 4.673 0.824 1.713 -0.0116 0.0104 0.0189 0.11
H -2.836 3.905 4.383 0.0298 -0.0117 -0.0336 0.11
H -3.645 -2.942 -0.370 0.0149 0.0371 0.0304 0.13
H -2.438 0.667 -1.827 -0.0471 0.0132 0.0376 0.12
H -2.171 -4.471 2.037 -0.0317 0.0168 -0.0121 0.10
```
Positions in Å, forces in eV/Å.

Computed properties:
**⟨S²⟩**: 16.045
**2S+1**: 8
**Kohn-Sham gap (spin up / spin down)**: 8.55 / 5.22 eV
**Total energy**: -2903.94407 a.u.
**Energy above the lowest of the compared OMol25 structures with the same formula, charge and spin**: 79.36 kJ/mol
**Net charge**: +2